1.
Molecular formula: C37H61BF3N2O5P2SZr
Method: DFT, ωB97M-V with the def2-TZVPD basis set

Last column: Löwdin charge in e.
Geometry (Å):
H  12.23131  -5.81869  -9.16408  0.08
C  9.02351  -12.41584  -4.94640  -0.13
C  13.93868  -7.61512  -12.59037  -0.23
C  15.11616  -15.44787  -9.64626  -0.10
C  17.39440  -8.99158  -12.65805  -0.16
P  11.31165  -12.48727  -6.57108  1.17
H  9.66206  -14.53266  -7.53829  0.07
C  13.51415  -8.60929  -14.87600  -0.35
H  14.88964  -8.61104  -9.74534  0.04
N  14.55938  -11.86868  -10.23455  -0.03
H  11.48530  -8.77228  -5.36270  0.09
H  18.83343  -9.31264  -8.05469  0.07
H  8.00486  -12.79389  -4.74507  0.09
H  17.43717  -11.49469  -6.82632  0.08
H  16.41387  -10.53993  -7.73940  0.05
H  15.12872  -10.78911  -11.81388  0.07
H  17.42365  -8.02741  -12.09172  0.09
C  8.55419  -11.90736  -7.26865  -0.10
H  17.95194  -13.27333  -9.68105  0.05
H  14.29388  -10.28833  -13.79297  0.02
H  19.57170  -10.84046  -7.61728  0.08
C  11.06674  -9.64984  -5.89166  -0.08
H  13.80328  -16.61823  -8.40555  0.09
C  19.53464  -9.66097  -11.77926  -0.11
C  14.02869  -6.57249  -10.22324  -0.33
C  18.01326  -11.15311  -8.99897  -0.70
O  10.52093  -8.78990  -9.95740  -0.48
C  11.90583  -10.88403  -5.68268  -0.73
H  11.88722  -6.42246  -10.76574  0.08
H  15.25951  -9.81536  -15.15721  0.09
C  12.64934  -5.92619  -10.15547  -0.06
H  18.15700  -12.31577  -12.41403  0.07
H  13.30431  -10.17039  -7.18445  0.07
C  14.13112  -7.58963  -13.95597  -0.16
H  16.41591  -12.24981  -7.96963  0.08
F  13.20683  -12.16335  -12.77688  -0.02
C  18.05700  -10.15013  -11.92373  -0.69
H  15.99594  -4.68663  -14.07477  0.11
H  16.03162  -12.21961  -11.57928  0.06
C  15.60960  -11.39662  -11.04430  -0.28
H  19.79784  -9.39739  -12.82862  0.08
H  8.90151  -11.35318  -4.69464  0.08
H  15.52795  -4.79805  -11.68338  0.12
O  8.67846  -10.33121  -9.73724  -0.30
C  17.92379  -11.37324  -12.88723  -0.08
H  19.26563  -13.00883  -8.66266  0.07
C  13.29835  -10.69925  -6.23312  -0.12
C  11.33590  -12.12829  -8.44883  -0.26
H  16.22350  -14.11192  -10.83241  0.09
C  17.06819  -11.37935  -7.83194  -0.12
C  15.20959  -5.65595  -12.29977  -0.08
H  14.29961  -7.66521  -8.46596  0.06
C  14.22811  -9.97317  -14.78225  -0.03
H  13.72812  -10.74127  -15.35156  0.08
C  13.18515  -14.61455  -8.43644  -0.04
H  9.59424  -12.91455  -4.20704  0.06
H  13.15441  -8.41876  -9.42686  0.01
C  14.09055  -7.90108  -9.45801  -0.08
H  12.72567  -11.96404  -3.96564  0.09
H  17.93983  -8.75107  -13.59139  0.09
O  9.91608  -10.09567  -11.74453  -0.48
F  11.29703  -12.74600  -11.96995  0.03
P  17.03398  -10.27144  -10.33052  1.17
H  11.60659  -7.69467  -14.78588  0.08
H  19.34083  -12.38500  -10.20842  0.05
H  10.02944  -9.84080  -5.59139  0.06
N  12.66678  -12.21925  -9.03659  -0.04
C  14.60783  -13.15313  -9.74385  -0.18
H  19.60396  -8.76945  -11.09268  0.09
H  15.77184  -16.27872  -9.93983  0.10
H  19.96835  -10.04854  -9.19467  0.06
C  11.99007  -11.17311  -4.20492  -0.12
H  10.68479  -12.86410  -8.92678  0.10
H  7.52453  -12.22463  -7.14763  0.09
H  14.99656  -6.45183  -15.52980  0.10
B  13.26937  -11.27596  -9.94313  -0.43
H  11.63402  -9.24149  -13.92013  0.05
H  11.04646  -11.43732  -3.73856  0.05
H  11.63870  -9.26229  -15.58408  0.08
C  12.01330  -8.67192  -14.78653  -0.06
H  16.90797  -11.35643  -13.19601  0.05
H  13.57201  -8.27699  -15.90777  0.12
H  8.18270  -14.40619  -6.63399  0.08
C  19.15857  -10.25744  -8.45420  -0.11
H  8.77815  -12.03225  -8.31503  0.05
Zr  11.89839  -9.78135  -11.18277  1.70
C  15.42014  -14.17907  -10.13051  -0.05
H  13.88433  -11.57726  -6.38436  0.06
C  9.25478  -14.19605  -6.59631  -0.13
C  14.02244  -15.63912  -8.78518  -0.11
F  11.28625  -11.66367  -13.80419  0.02
C  13.40332  -13.36078  -8.98545  -0.18
H  10.95479  -11.14981  -8.71426  0.05
H  8.61163  -10.86652  -7.05217  0.07
C  11.89493  -11.67773  -12.58086  -0.57
C  14.88048  -6.55403  -14.46678  -0.03
O  8.38880  -8.32823  -11.07699  -0.25
O  13.11864  -8.53687  -12.01764  -0.30
H  10.90260  -9.47406  -6.97798  0.08
H  12.35728  -10.21834  -3.81157  0.08
H  12.72686  -4.89960  -10.58230  0.09
H  13.90723  -10.10324  -5.49178  0.10
C  9.47011  -12.70705  -6.36687  -0.72
C  14.48563  -6.67893  -11.68793  -0.12
H  20.23646  -10.45696  -11.40732  0.07
H  12.34421  -14.79491  -7.77363  0.07
C  15.50584  -5.58732  -13.63468  -0.09
H  16.38789  -9.25331  -12.97469  0.05
H  14.75143  -5.93242  -9.67618  0.14
S  9.22843  -9.33187  -10.59168  0.29
C  18.65348  -12.50985  -9.39566  -0.08
H  18.58318  -11.18278  -13.71065  0.07
H  9.64827  -14.83742  -5.85156  0.06

Properties
total charge = -1
gap between HOMO and LUMO = 7.520 eV
HOMO energy = -5.143 eV

***

2.
Molecular formula: C37H62ClNO12P2
Method: DFT, ωB97M-V with the def2-TZVPD basis set

Last column: Löwdin charge in e.
Geometry (Å):
C  -3.71765  -2.50625  -5.81445  -0.10
O  -4.63207  -2.02146  -4.83750  -0.26
C  2.48507  -0.63794  -2.28629  -0.54
H  1.48423  3.82219  -3.02383  0.11
O  4.27445  3.24526  5.09545  -0.28
H  -1.66770  -0.09367  -4.84868  0.11
P  2.66547  3.22977  5.28108  0.57
H  4.97965  0.57770  1.70966  0.09
O  -0.26523  0.86885  1.68814  -0.10
C  3.37239  -2.84391  0.36921  -0.15
H  -0.99043  4.47970  -2.41103  0.10
H  0.28644  -1.48800  -3.40428  0.10
H  0.80017  4.42739  -0.07729  0.07
C  -0.85330  2.66756  -3.61553  -0.19
H  -0.58193  0.24268  -0.19897  0.12
C  3.47475  -0.23499  0.47136  -0.07
H  -1.76393  -1.61212  1.82761  0.08
C  4.98021  2.01109  5.19480  -0.10
C  0.93873  -2.83421  -1.14031  -0.09
C  3.55205  -4.39018  2.12745  -0.05
H  1.33198  -0.94382  1.60720  0.10
H  0.91480  -3.58002  -0.34199  0.13
H  4.34035  1.16162  4.95402  0.08
H  -1.86339  2.81912  -3.99854  0.10
C  1.39246  -1.49290  -0.52557  -0.32
C  -3.60598  0.59115  4.93753  -0.08
O  2.57011  -0.28386  -3.40249  0.20
H  -1.19062  -2.62702  -1.00705  0.10
C  -2.83321  2.84096  4.74263  -0.09
C  -0.55339  3.47672  -2.34823  -0.23
H  -6.44552  -3.43115  -8.27590  0.09
H  0.22782  -2.19819  1.16362  0.12
H  4.58520  -1.04527  2.21316  0.10
H  -0.63421  -3.87345  -2.09484  0.11
H  -7.20242  -1.93990  -7.68332  0.08
O  3.40191  -1.34543  -1.58964  0.07
H  4.17085  -3.52708  -1.46310  0.13
H  -0.95162  -2.63064  -3.86921  0.10
H  -8.22098  -0.81904  -3.35041  0.09
H  0.71651  5.66574  -1.35670  0.07
C  -1.76330  0.26584  -3.82167  -0.17
C  -8.26576  -1.90218  -3.48017  -0.11
H  -0.55618  1.03921  -2.25998  0.08
H  -4.71245  2.25977  5.67206  0.10
H  -0.97561  2.99117  -1.45977  0.11
H  -3.81869  -3.58229  -5.93767  0.09
C  -6.99312  -2.98340  -7.44750  -0.10
H  -9.29635  -2.23157  -3.37624  0.09
C  5.97979  -0.85870  0.55802  -0.53
C  0.95850  3.62186  -2.08704  -0.26
C  3.14368  -3.12589  1.72062  0.00
N  4.41149  -5.01427  -0.06606  0.10
C  -1.88271  -0.83675  1.06895  -0.02
O  -6.19126  -3.10726  -6.27613  -0.29
O  -7.81450  -2.26592  -4.79889  -0.23
H  2.27398  4.87660  -0.92142  0.06
H  2.70801  0.24219  1.08637  0.12
H  -2.69838  0.80583  -3.65361  0.11
C  -1.48640  1.09012  3.82380  -0.19
H  -4.31871  -0.16442  5.24629  0.10
H  -0.94547  3.16782  3.74599  0.12
C  -0.48528  -0.21533  0.78740  -0.33
H  -2.35804  -1.20190  0.15910  0.06
H  4.23399  5.00587  3.38912  0.09
O  2.39667  4.35537  4.12886  -0.24
C  -0.45859  -2.83646  -1.78971  -0.14
C  -1.79789  -0.96844  -2.86452  -0.20
H  6.03153  -1.93891  0.45511  0.07
H  -0.21574  -0.53278  3.28915  0.12
O  -6.34205  -0.56786  -5.78639  -0.25
C  4.72781  -0.41910  1.33251  -0.27
C  1.73747  3.16967  7.76211  -0.10
H  1.34450  2.70409  -1.63031  0.10
Cl  7.37539  -0.34911  1.59120  0.53
H  0.60277  0.99906  3.51479  0.09
H  -1.82351  -0.57588  -1.84481  0.08
H  2.00620  2.86137  8.76905  0.09
H  -2.32184  -0.86791  4.07260  0.10
C  4.00275  -3.79149  -0.42163  -0.10
O  1.41809  -0.41703  -1.44665  0.08
C  -2.46037  0.19265  4.26365  -0.06
H  1.72619  -3.16725  -1.82587  0.13
C  -0.59220  1.15683  -3.34463  -0.19
H  -2.71453  -2.29523  -5.44587  0.07
C  0.65752  -1.25772  0.81152  -0.04
H  6.08704  -0.31734  -0.37780  0.08
C  4.13650  -5.25110  1.21716  -0.16
H  4.41015  -6.24188  1.57706  0.11
H  3.54752  3.55479  2.59793  0.09
H  -7.66250  -2.39148  -2.71502  0.08
P  -6.22806  -1.92011  -5.17458  0.55
C  -0.29073  0.53813  3.07207  -0.17
H  3.41563  -4.70597  3.15408  0.11
H  5.38179  1.89143  6.20122  0.09
H  2.65424  -2.40748  2.36254  0.12
C  -0.63151  -1.96253  -3.06201  -0.16
O  2.81703  2.79930  6.88164  -0.23
H  -7.93080  -3.52321  -7.31262  0.08
C  2.94108  -1.52409  -0.22277  -0.28
C  3.32148  4.51840  3.05473  -0.09
H  5.80920  2.03832  4.48843  0.09
H  0.34488  0.82666  -3.78938  0.10
H  -2.52542  -0.03630  1.43778  0.09
C  1.19672  4.73524  -1.04898  -0.12
H  -2.72152  -1.54566  -2.99497  0.10
H  1.58443  4.24898  7.75503  0.08
O  2.00830  2.02223  4.70183  -0.25
C  -3.80472  1.95099  5.16841  -0.10
H  0.81669  2.66302  7.46585  0.09
C  -1.68328  2.44389  4.07321  -0.03
H  -0.13405  2.98372  -4.37972  0.10
H  -2.99469  3.89842  4.93188  0.10
H  -3.86071  -1.99709  -6.76726  0.10
H  3.73962  0.49357  -0.29601  0.14
H  2.83623  5.15996  2.32079  0.09

Properties
total charge = 0
gap between HOMO and LUMO = 8.373 eV
HOMO energy = -9.176 eV

***

> What is the gap between HOMO and LUMO in the first record?

7.520 eV